[1]
{
  "formula": "C5H15NO2",
  "method": "the ωB97M-V functional and the def2-TZVPD basis",
  "symbols": ["C", "N", "C", "C", "C", "C", "O", "H", "H", "H", "H", "H", "H", "H", "H", "H", "H", "H", "H", "H", "H", "H", "O"],
  "coordinates": [[-0.232, 0.786, -1.902], [0.425, 0.346, -0.689], [1.533, 1.212, -0.291], [-1.122, 1.225, 1.130], [-0.559, 0.032, 0.361], [0.073, -0.966, 1.313], [-0.838, -1.624, 2.216], [-0.872, 0.005, -2.308], [0.513, 0.973, -2.678], [-0.896, 1.645, -1.745], [1.444, 2.216, -0.659], [1.581, 1.331, 0.791], [2.476, 0.737, -0.570], [-1.655, 1.942, 0.524], [-0.300, 1.732, 1.639], [-1.856, 0.914, 1.878], [-1.361, -0.504, -0.106], [0.848, -0.585, 1.992], [0.522, -1.753, 0.719], [-1.682, -1.147, 2.263], [0.436, -2.117, -1.457], [1.216, -3.331, -1.121], [0.304, -3.069, -1.303]],
  "smiles": "C[C@H](CO)N(C)C.O",
  "de_lowest_kj_mol": 143.92,
  "orbital_gap_ev": 9.602,
  "lumo_ev": 0.768,
  "homo_energy_ev": -8.83
}

[2]
{
  "formula": "C3H6ClNO2",
  "method": "the ωB97M-V functional and the def2-TZVPD basis",
  "symbols": ["C", "C", "C", "N", "O", "O", "Cl", "H", "H", "H", "H", "H", "H"],
  "coordinates": [[0.527, -0.727, -0.831], [0.136, 0.284, 1.661], [-0.620, -0.402, 0.451], [0.521, 0.089, -1.899], [1.275, -1.606, -0.573], [-1.840, 0.188, 0.061], [1.028, 1.769, 1.249], [-0.592, 0.681, 2.315], [0.937, -0.477, 2.106], [-0.950, -1.498, 0.742], [0.103, 1.005, -1.912], [1.187, -0.095, -2.691], [-1.711, 0.788, -0.679]],
  "smiles": "NC(=O)[C@H](O)CCl",
  "de_lowest_kj_mol": 92.38,
  "orbital_gap_ev": 10.153,
  "lumo_ev": 0.512,
  "homo_energy_ev": -9.64
}

[3]
{
  "formula": "C40H47AsBF4IKPS4",
  "method": "the ωB97M-V functional and the def2-TZVPD basis",
  "symbols": ["K", "C", "C", "S", "C", "C", "S", "C", "C", "S", "C", "C", "S", "H", "H", "H", "H", "H", "H", "H", "H", "H", "H", "H", "H", "H", "H", "H", "H", "C", "C", "C", "C", "C", "H", "H", "H", "H", "H", "I", "C", "H", "H", "C", "C", "As", "C", "C", "C", "C", "C", "C", "C", "C", "C", "C", "C", "C", "P", "C", "C", "C", "C", "C", "C", "C", "C", "C", "C", "C", "C", "H", "H", "H", "H", "H", "H", "H", "H", "H", "H", "H", "H", "H", "H", "H", "H", "H", "H", "H", "H", "H", "H", "H", "H", "F", "B", "F", "F", "F"],
  "coordinates": [[-2.686, -0.496, 1.414], [1.040, -3.267, 3.337], [1.955, -2.244, 2.661], [1.430, -0.514, 2.732], [1.442, -0.282, 4.529], [0.455, 0.768, 5.028], [-1.282, 0.450, 4.646], [-1.352, -0.958, 5.977], [-2.745, -1.565, 5.981], [-3.484, -1.982, 4.371], [-2.991, -3.706, 4.164], [-1.493, -3.981, 4.142], [-0.668, -3.128, 2.777], [1.065, -3.146, 4.422], [1.437, -4.264, 3.119], [2.032, -2.471, 1.595], [2.961, -2.355, 3.079], [2.454, -0.006, 4.848], [1.197, -1.236, 4.989], [0.692, 1.744, 4.610], [0.580, 0.821, 6.115], [-1.179, -0.478, 6.947], [-0.590, -1.729, 5.839], [-3.441, -0.850, 6.424], [-2.810, -2.478, 6.584], [-3.445, -4.005, 3.223], [-3.437, -4.318, 4.956], [-1.335, -5.061, 4.067], [-1.035, -3.628, 5.069], [-5.396, 0.344, 0.700], [-5.289, 1.438, 1.578], [-4.371, 2.351, 1.029], [-3.904, 1.827, -0.189], [-4.544, 0.587, -0.398], [-6.020, -0.529, 0.832], [-5.837, 1.556, 2.505], [-4.085, 3.304, 1.455], [-3.198, 2.304, -0.858], [-4.418, -0.068, -1.252], [-0.091, 2.972, 1.667], [-1.332, 2.318, 3.403], [-2.325, 2.311, 2.939], [-1.279, 3.222, 4.026], [1.569, 0.356, -0.809], [2.359, 0.352, -2.115], [4.054, 1.327, -1.863], [3.270, 3.107, -1.697], [3.331, 3.747, -0.466], [2.701, 4.970, -0.277], [2.022, 5.567, -1.326], [1.967, 4.939, -2.563], [2.583, 3.713, -2.747], [4.608, 1.488, -3.738], [4.181, 0.588, -4.710], [4.614, 0.706, -6.025], [5.480, 1.728, -6.385], [5.915, 2.630, -5.422], [5.485, 2.507, -4.111], [-0.135, -0.345, -0.849], [-0.925, 0.620, -2.186], [-0.629, 1.972, -2.354], [-1.310, 2.735, -3.290], [-2.312, 2.163, -4.060], [-2.635, 0.825, -3.875], [-1.949, 0.061, -2.945], [0.186, -1.940, -1.704], [0.467, -2.060, -3.067], [0.737, -3.297, -3.628], [0.723, -4.439, -2.836], [0.426, -4.337, -1.487], [0.158, -3.094, -0.927], [1.466, 1.354, -0.378], [2.097, -0.222, -0.043], [1.803, 0.813, -2.936], [2.593, -0.675, -2.403], [3.835, 3.273, 0.369], [2.713, 5.435, 0.698], [1.508, 6.507, -1.172], [1.419, 5.394, -3.380], [2.513, 3.217, -3.709], [3.494, -0.210, -4.452], [4.263, 0.000, -6.767], [5.810, 1.826, -7.412], [6.587, 3.435, -5.694], [5.824, 3.224, -3.371], [0.115, 2.451, -1.729], [-1.072, 3.787, -3.394], [-2.859, 2.761, -4.777], [-3.444, 0.377, -4.437], [-2.238, -0.972, -2.791], [0.455, -1.177, -3.692], [0.945, -3.374, -4.689], [0.914, -5.409, -3.279], [0.357, -5.221, -0.867], [-0.137, -3.041, 0.113], [-2.954, -4.916, 1.190], [-3.722, -3.950, 0.505], [-2.866, -3.062, -0.170], [-4.574, -4.582, -0.398], [-4.462, -3.204, 1.446]],
  "de_lowest_kj_mol": 9.89,
  "orbital_gap_ev": 4.768,
  "lumo_ev": 3.656,
  "charge": -2,
  "homo_energy_ev": -1.11
}

[4]
{
  "formula": "C30H82N4O28P6",
  "method": "the ωB97M-V functional and the def2-TZVPD basis",
  "symbols": ["C", "O", "P", "O", "O", "C", "O", "C", "H", "H", "H", "H", "H", "H", "H", "H", "H", "C", "O", "P", "O", "O", "C", "O", "C", "H", "H", "H", "H", "H", "H", "H", "H", "H", "C", "O", "P", "O", "O", "C", "O", "C", "H", "H", "H", "H", "H", "H", "H", "H", "H", "C", "O", "P", "O", "O", "C", "O", "C", "H", "H", "H", "H", "H", "H", "H", "H", "H", "C", "O", "P", "O", "O", "C", "O", "C", "H", "H", "H", "H", "H", "H", "H", "H", "H", "C", "O", "P", "O", "O", "C", "O", "C", "H", "H", "H", "H", "H", "H", "H", "H", "H", "C", "O", "N", "C", "C", "H", "H", "H", "H", "H", "H", "H", "C", "O", "N", "C", "C", "H", "H", "H", "H", "H", "H", "H", "C", "O", "N", "C", "C", "H", "H", "H", "H", "H", "H", "H", "C", "O", "N", "C", "C", "H", "H", "H", "H", "H", "H", "H"],
  "coordinates": [[-1.890, 5.227, -0.275], [-2.855, 4.204, -0.314], [-2.655, 2.879, 0.523], [-1.249, 2.400, 0.676], [-3.664, 1.945, -0.203], [-3.909, 0.547, 0.257], [-3.350, 3.173, 1.936], [-4.636, 3.673, 2.035], [-2.455, 6.122, -0.691], [-1.092, 5.159, -1.018], [-1.455, 5.464, 0.702], [-3.099, -0.155, 0.019], [-4.860, 0.211, -0.172], [-4.160, 0.532, 1.339], [-4.748, 4.513, 1.364], [-4.851, 4.055, 3.092], [-5.391, 2.956, 1.766], [6.551, 0.960, 0.268], [7.299, 1.208, 1.443], [6.521, 0.818, 2.812], [7.178, 1.254, 4.065], [6.478, -0.785, 2.739], [7.592, -1.564, 3.207], [5.003, 1.206, 2.606], [4.288, 1.981, 3.517], [5.626, 1.587, 0.289], [6.228, -0.119, 0.237], [7.169, 1.181, -0.614], [8.346, -0.992, 3.759], [8.230, -1.903, 2.406], [7.202, -2.319, 3.918], [4.379, 3.065, 3.304], [4.648, 1.871, 4.561], [3.231, 1.682, 3.473], [0.945, 7.170, 2.477], [1.519, 6.256, 1.507], [2.995, 5.773, 1.837], [3.308, 5.337, 3.210], [3.999, 6.914, 1.295], [5.283, 6.815, 1.867], [3.174, 4.613, 0.751], [2.422, 3.420, 0.898], [1.029, 8.226, 2.123], [1.439, 7.164, 3.407], [-0.087, 6.887, 2.608], [5.349, 7.094, 2.912], [5.911, 7.482, 1.256], [5.679, 5.798, 1.752], [2.437, 3.075, 1.946], [2.801, 2.614, 0.257], [1.351, 3.519, 0.632], [-0.829, -0.960, -6.787], [-0.318, -2.241, -6.422], [-0.746, -2.751, -5.006], [-0.067, -2.166, -3.790], [-2.376, -2.562, -5.034], [-3.069, -2.815, -3.859], [-0.468, -4.336, -5.140], [-0.915, -5.078, -6.253], [-0.231, -0.688, -7.630], [-0.763, -0.264, -5.950], [-1.889, -1.005, -7.117], [-2.827, -2.135, -3.031], [-2.921, -3.844, -3.515], [-4.132, -2.682, -4.132], [-2.025, -5.037, -6.359], [-0.587, -6.123, -6.177], [-0.530, -4.647, -7.177], [-1.492, 0.457, 3.295], [-2.519, 0.702, 4.297], [-3.765, -0.244, 4.542], [-4.682, -0.417, 3.428], [-3.023, -1.515, 5.097], [-3.733, -2.594, 5.601], [-4.496, 0.307, 5.790], [-5.708, 1.146, 5.683], [-1.264, 1.351, 2.712], [-1.805, -0.380, 2.656], [-0.623, 0.183, 3.866], [-3.026, -3.398, 5.787], [-4.510, -2.883, 4.915], [-4.316, -2.334, 6.513], [-6.268, 0.724, 4.880], [-5.445, 2.170, 5.485], [-6.158, 1.042, 6.668], [0.401, 4.848, -3.919], [-0.579, 3.922, -3.457], [-0.157, 2.380, -3.222], [0.148, 1.633, -4.459], [1.013, 2.497, -2.202], [2.123, 1.661, -2.254], [-1.457, 1.865, -2.528], [-2.583, 1.580, -3.261], [1.268, 4.849, -3.203], [-0.171, 5.772, -4.036], [0.747, 4.640, -4.936], [2.052, 1.031, -3.124], [2.313, 0.959, -1.454], [3.039, 2.297, -2.242], [-2.344, 1.114, -4.210], [-3.122, 2.490, -3.495], [-3.267, 0.919, -2.730], [-1.760, -4.976, 0.340], [-2.019, -5.137, 1.548], [-0.632, -5.402, -0.240], [-0.447, -5.285, -1.692], [0.393, -6.114, 0.621], [-2.469, -4.503, -0.372], [-1.417, -5.476, -2.184], [0.270, -5.989, -2.080], [-0.183, -4.274, -1.977], [1.218, -6.438, -0.004], [0.827, -5.436, 1.378], [-0.048, -6.900, 1.185], [-5.157, -4.230, -0.191], [-4.483, -3.809, -1.147], [-5.141, -3.547, 0.942], [-5.536, -4.224, 2.161], [-4.125, -2.486, 1.136], [-5.755, -5.148, -0.201], [-6.278, -5.005, 1.935], [-6.003, -3.526, 2.882], [-4.710, -4.750, 2.671], [-3.803, -2.172, 0.172], [-4.572, -1.699, 1.759], [-3.276, -2.849, 1.735], [4.611, -1.164, -1.872], [4.988, -0.100, -2.311], [3.937, -2.090, -2.528], [3.583, -3.313, -1.840], [3.632, -1.944, -3.976], [4.937, -1.482, -0.842], [2.561, -3.552, -2.092], [3.653, -3.141, -0.784], [4.224, -4.178, -2.098], [2.639, -2.371, -4.146], [3.641, -0.838, -4.245], [4.362, -2.548, -4.558], [0.942, 0.231, 0.805], [1.342, 0.487, 1.914], [0.601, -1.019, 0.394], [0.262, -1.214, -0.990], [0.709, -2.153, 1.313], [0.708, 1.029, 0.147], [-0.010, -0.244, -1.442], [-0.539, -1.899, -1.206], [1.066, -1.585, -1.589], [-0.027, -2.040, 2.083], [0.550, -2.999, 0.699], [1.635, -2.135, 1.921]],
  "smiles": "COP(=O)(OC)OC.COP(=O)(OC)OC.COP(=O)(OC)OC.COP(=O)(OC)OC.COP(=O)(OC)OC.COP(=O)(OC)OC.CN(C)C=O.CN(C)C=O.CN(C)C=O.CN(C)C=O",
  "de_lowest_kj_mol": 0.00,
  "orbital_gap_ev": 9.365,
  "lumo_ev": 0.507,
  "homo_energy_ev": -8.86
}

[5]
{
  "formula": "C34H56N3OP2SSn",
  "method": "the ωB97M-V functional and the def2-TZVPD basis",
  "symbols": ["C", "C", "C", "C", "C", "H", "H", "H", "N", "P", "P", "C", "H", "H", "C", "O", "C", "H", "C", "C", "C", "C", "C", "H", "H", "H", "C", "H", "H", "H", "C", "H", "H", "H", "C", "H", "H", "H", "C", "H", "H", "H", "C", "H", "H", "H", "C", "H", "H", "H", "C", "H", "H", "H", "C", "H", "H", "H", "C", "H", "H", "H", "C", "H", "H", "H", "C", "H", "H", "H", "Sn", "N", "C", "C", "C", "C", "C", "H", "H", "H", "H", "H", "H", "H", "H", "H", "S", "C", "N", "C", "C", "C", "C", "H", "H", "H", "H", "H"],
  "coordinates": [[2.311, -1.457, -0.988], [1.821, 0.660, -1.898], [3.203, -1.758, -2.032], [2.551, 0.298, -3.065], [3.287, -0.875, -3.114], [3.810, -2.664, -2.004], [2.500, 0.968, -3.922], [3.923, -1.122, -3.976], [1.667, -0.282, -0.897], [0.365, -2.723, 0.748], [0.439, 2.589, -0.286], [2.062, -2.541, 0.062], [2.225, -3.527, -0.396], [2.771, -2.426, 0.894], [-2.104, -0.907, 2.847], [-3.250, -0.957, 2.955], [1.252, 1.954, -1.767], [1.269, 2.534, -2.714], [-1.536, 3.244, -0.268], [1.852, 3.867, 0.021], [-0.518, -3.876, -0.582], [0.687, -3.660, 2.390], [-2.546, 2.242, 0.324], [-2.438, 2.105, 1.406], [-3.550, 2.660, 0.153], [-2.534, 1.261, -0.167], [-1.639, 4.519, 0.557], [-1.412, 4.327, 1.612], [-1.004, 5.334, 0.198], [-2.680, 4.870, 0.512], [-1.881, 3.440, -1.735], [-2.797, 4.040, -1.836], [-1.098, 3.933, -2.322], [-2.086, 2.461, -2.177], [1.678, 4.494, 1.400], [1.830, 3.742, 2.180], [2.436, 5.279, 1.531], [0.692, 4.934, 1.550], [3.225, 3.152, 0.004], [3.168, 2.170, 0.485], [3.609, 3.017, -1.012], [3.962, 3.735, 0.567], [1.698, 4.855, -1.131], [1.963, 4.386, -2.073], [0.686, 5.224, -1.213], [2.348, 5.716, -0.999], [-0.689, -4.008, 2.987], [-0.547, -4.447, 3.988], [-1.311, -3.106, 3.099], [-1.237, -4.740, 2.376], [1.447, -2.755, 3.376], [2.450, -2.494, 3.014], [0.920, -1.818, 3.592], [1.570, -3.296, 4.328], [1.549, -4.914, 2.192], [2.505, -4.684, 1.701], [1.783, -5.331, 3.184], [1.048, -5.707, 1.630], [-0.154, -3.361, -1.982], [0.884, -3.593, -2.248], [-0.791, -3.857, -2.731], [-0.316, -2.279, -2.071], [-2.032, -3.753, -0.364], [-2.371, -2.716, -0.470], [-2.547, -4.351, -1.136], [-2.342, -4.138, 0.617], [-0.128, -5.358, -0.489], [0.955, -5.523, -0.559], [-0.523, -5.848, 0.411], [-0.583, -5.882, -1.345], [0.016, 0.042, 0.692], [-2.453, -0.661, -1.484], [-2.864, -0.767, -2.581], [-2.793, -0.395, -4.032], [-1.788, 0.759, -4.173], [-2.112, -1.532, -4.776], [-4.169, 0.056, -4.518], [-2.087, 1.686, -3.680], [-0.795, 0.537, -3.753], [-1.670, 0.980, -5.229], [-2.516, -2.532, -4.606], [-2.094, -1.326, -5.848], [-1.069, -1.559, -4.433], [-4.094, 0.473, -5.522], [-4.913, -0.741, -4.505], [-4.559, 0.846, -3.871], [1.912, 0.506, 2.505], [1.270, 1.326, 3.887], [0.030, 0.945, 4.329], [-0.577, 1.513, 5.414], [0.046, 2.532, 6.095], [1.310, 2.980, 5.670], [1.926, 2.359, 4.579], [-0.463, 0.216, 3.812], [-1.538, 1.079, 5.698], [-0.440, 2.968, 6.968], [1.816, 3.785, 6.200], [2.910, 2.649, 4.239]],
  "orbital_gap_ev": 5.342,
  "lumo_ev": -3.239,
  "charge": 1,
  "homo_energy_ev": -8.58
}